No. 1
Here is a structure of composition C39H63BiBr4N7O2SeSi2 from the Open Molecules 2025 dataset. Energies are from ωB97M-V/def2-TZVPD.

```
119
Properties=species:S:1:pos:R:3:forces:R:3
Bi 0.1040 -0.7653 -0.1827 -0.185 0.045 -0.443
C -3.4142 3.0223 2.0553 0.074 -0.009 0.023
N -2.3708 2.4996 2.9186 0.062 0.018 -0.078
C -1.9602 3.3508 4.0190 -0.040 -0.037 0.018
C -1.4955 1.4967 2.5052 -0.048 -0.107 0.087
N -1.0002 1.3404 1.3172 -0.034 0.147 0.051
C -0.9413 2.4848 0.4708 -0.072 -0.066 0.122
C -0.3583 3.6596 0.9399 -0.017 -0.009 0.091
C -0.3102 4.8079 0.1703 -0.033 -0.025 -0.123
C -0.8377 4.7706 -1.1164 0.037 0.042 0.120
C -1.3674 3.5958 -1.6110 -0.044 -0.163 -0.103
C -1.4272 2.4180 -0.8479 0.000 0.159 0.003
N -1.8061 1.2025 -1.3878 0.075 -0.022 -0.049
C -2.6974 1.0975 -2.3260 -0.199 -0.047 -0.129
N -3.9152 1.7908 -2.3305 0.198 0.243 -0.023
C -4.4105 2.3405 -1.0920 -0.048 -0.062 -0.054
C -4.2863 2.5655 -3.5009 -0.069 -0.090 0.014
N -2.5538 0.2449 -3.3646 -0.076 -0.009 0.026
C -1.2575 -0.2818 -3.7552 -0.066 0.138 0.033
C -3.6744 -0.4167 -4.0040 0.019 -0.001 0.041
N -1.2140 0.5947 3.5028 0.076 0.055 0.110
C 0.0838 -0.0268 3.6429 -0.266 -0.029 -0.064
C -2.1017 0.3607 4.6210 0.031 -0.003 -0.072
H -3.8821 3.8621 2.5683 -0.027 -0.032 0.020
H -4.1833 2.2651 1.8831 0.034 -0.007 -0.020
H -3.0469 3.3796 1.0938 0.050 0.036 0.020
H -1.6293 4.3288 3.6525 -0.004 0.007 -0.002
H -1.1284 2.8932 4.5515 0.006 0.004 -0.007
H -2.7803 3.5014 4.7275 0.002 0.003 0.002
H 0.0810 3.6515 1.9322 -0.005 0.002 -0.009
H 0.1699 5.7002 0.5502 -0.015 0.011 -0.003
H -0.7814 5.6422 -1.7562 -0.005 0.004 -0.001
H -1.6882 3.5434 -2.6445 0.027 0.009 -0.018
H -4.1496 1.6732 -0.2738 0.028 0.003 -0.021
H -5.5001 2.4119 -1.1526 -0.007 -0.007 0.004
H -4.0093 3.3387 -0.8774 -0.007 -0.015 -0.020
H -3.7447 2.2144 -4.3744 0.020 -0.029 -0.009
H -4.0497 3.6271 -3.3541 0.005 0.005 0.015
H -5.3593 2.4789 -3.6962 0.002 -0.008 -0.007
H -0.4597 0.3625 -3.3945 -0.006 -0.046 0.029
H -1.2103 -0.3007 -4.8475 -0.006 -0.012 -0.009
H -1.1261 -1.2935 -3.3735 0.019 -0.087 0.029
H -4.6016 -0.1962 -3.4837 0.000 0.008 0.009
H -3.5097 -1.4962 -3.9729 -0.012 0.023 0.016
H -3.7636 -0.1127 -5.0522 -0.007 0.010 -0.015
H 0.6744 0.1165 2.7428 -0.196 -0.060 0.029
H -0.0231 -1.0990 3.8169 -0.024 -0.044 -0.041
H 0.6206 0.4034 4.4983 -0.127 -0.063 0.018
H -3.0892 0.7624 4.4155 -0.013 0.007 -0.014
H -1.7208 0.8119 5.5456 -0.013 -0.001 0.010
H -2.1846 -0.7176 4.7826 -0.017 -0.001 0.009
Br -1.3971 -7.6418 -2.0126 0.012 0.009 0.009
C -1.6350 -5.7967 -1.6716 -0.069 0.056 -0.006
C -2.8950 -5.2229 -1.7284 0.055 -0.004 0.007
Br -4.4179 -6.2814 -2.1067 -0.007 0.003 0.007
C -3.0379 -3.8479 -1.5175 -0.030 0.026 0.002
Br -4.7334 -2.9959 -1.5737 0.001 -0.022 0.004
C -1.9437 -3.0055 -1.2666 0.035 -0.087 -0.052
O -2.0210 -1.7301 -1.1649 -0.001 0.016 -0.056
C -0.6610 -3.6335 -1.0903 -0.053 0.052 0.078
O 0.3545 -2.8925 -0.6692 0.130 0.023 -0.176
C -0.5307 -4.9876 -1.3510 0.038 -0.096 0.032
Br 1.2143 -5.7174 -1.2589 -0.050 -0.024 -0.028
C -3.5085 -3.2372 2.5117 0.013 -0.026 0.027
C -3.7607 -2.0031 1.9312 -0.013 -0.002 -0.046
C -2.7105 -1.2984 1.3775 0.016 0.066 0.118
N -1.4527 -1.7487 1.4210 -0.062 -0.049 0.172
C -1.2147 -2.9426 1.9599 0.060 0.099 0.020
C -2.2117 -3.7198 2.5238 -0.057 -0.018 0.009
H -4.3173 -3.8240 2.9283 -0.002 -0.001 -0.014
H -4.7645 -1.6092 1.8581 -0.003 0.003 0.012
H -2.8585 -0.3577 0.8644 0.020 -0.007 -0.013
H -0.1912 -3.2822 1.9104 0.004 0.006 -0.005
H -1.9693 -4.6922 2.9287 0.004 0.005 0.008
C 2.8614 1.9714 -5.8423 -0.032 0.006 -0.022
Si 3.3215 1.5258 -4.0657 -0.003 -0.070 0.060
C 4.0757 -0.2075 -4.1144 0.029 -0.005 -0.020
C 4.7176 2.6997 -3.5758 0.032 0.017 -0.019
Se 1.5780 1.6807 -2.7113 0.051 0.034 0.175
H 3.7353 2.0056 -6.5015 -0.003 -0.014 0.024
H 2.3727 2.9483 -5.8591 0.004 -0.006 -0.022
H 2.1549 1.2396 -6.2416 -0.002 0.012 -0.007
H 4.6685 -0.3669 -5.0212 0.008 0.025 0.017
H 3.2859 -0.9605 -4.0796 0.018 -0.017 -0.020
H 4.7276 -0.3704 -3.2520 -0.033 -0.019 -0.002
H 5.5995 2.5697 -4.2125 -0.013 0.004 0.003
H 5.0109 2.5236 -2.5379 -0.002 0.005 -0.008
H 4.3823 3.7365 -3.6565 0.011 -0.001 0.021
C 3.3078 -1.3284 -0.7018 0.038 -0.007 -0.013
Si 2.6169 -1.0978 1.0444 0.182 -0.065 0.152
C 3.3597 0.5818 1.6932 0.068 -0.039 0.018
C 2.6076 1.6972 0.9665 -0.067 0.095 0.016
C 3.2198 0.8570 3.1950 -0.051 0.060 0.056
C 4.8461 0.7120 1.3309 -0.014 0.041 -0.007
C 3.2360 -2.6312 2.0620 0.010 -0.009 -0.001
C 2.9877 -2.5281 3.5698 -0.032 -0.058 -0.001
C 2.5310 -3.8921 1.5539 0.064 0.030 -0.029
C 4.7390 -2.8477 1.8332 -0.002 0.021 0.070
H 4.3949 -1.4353 -0.7106 0.022 -0.012 -0.001
H 3.0563 -0.4735 -1.3400 -0.012 -0.019 0.019
H 2.8751 -2.2193 -1.1676 0.008 0.006 0.010
H 1.5338 1.6551 1.1707 0.009 0.030 0.013
H 2.7319 1.6746 -0.1160 -0.021 -0.043 -0.081
H 2.9602 2.6774 1.3154 0.013 -0.004 -0.015
H 2.1739 0.9232 3.5029 0.536 0.075 -0.063
H 3.6794 1.8287 3.4156 0.016 0.012 -0.002
H 3.7135 0.1159 3.8233 0.033 0.047 -0.035
H 5.0220 0.5645 0.2647 -0.005 -0.011 -0.007
H 5.4780 0.0154 1.8843 -0.013 0.001 -0.004
H 5.1837 1.7262 1.5799 0.015 -0.004 -0.008
H 1.9474 -2.2747 3.7991 0.039 -0.014 -0.011
H 3.6287 -1.7890 4.0489 -0.019 -0.038 -0.007
H 3.2024 -3.4962 4.0404 -0.016 0.004 0.008
H 1.4962 -3.9395 1.8883 0.000 -0.021 -0.043
H 3.0350 -4.7815 1.9540 0.000 -0.001 -0.007
H 2.5233 -3.9642 0.4672 0.005 0.024 0.071
H 5.3421 -2.0020 2.1646 -0.003 0.005 0.012
H 4.9648 -3.0335 0.7825 -0.005 0.000 -0.002
H 5.0643 -3.7285 2.4019 0.016 0.005 -0.012
```
Positions in Å, forces in eV/Å.

Properties
HOMO (eV): -4.0
Charge: -1
Lowest unoccupied orbital energy (eV): 1.95
F_max (eV/Å): 0.5

Here are the Mulliken charges for atoms 1 to 8, given in e: 1.68, -0.72, 0.48, -1.27, -1.27, 1.22, -1.63, 0.20

=====

No. 2
Here is a cluster of 13 separate species, C39H64Cl36O7S in total at a distorted geometry from the Open Molecules 2025 dataset. Energies are from ωB97M-V/def2-TZVPD.

```
147
Properties=species:S:1:pos:R:3:forces:R:3
C 3.5770 2.7732 5.5817 -0.694 -0.024 -0.639
C 2.7854 3.1892 4.5656 0.541 -0.035 0.882
C 1.7841 2.2385 3.9712 0.127 0.761 1.218
O 0.4038 2.7496 4.0194 0.131 -0.291 -0.927
S 0.0753 3.9859 3.0848 -1.078 2.172 0.333
O 0.7644 5.1645 3.5483 0.315 -0.933 0.025
O -1.3594 4.1067 3.0379 0.625 -0.687 -0.022
C 0.7268 3.6077 1.4084 0.832 -0.340 -0.370
C -0.3470 2.9801 0.5159 -0.764 -0.119 0.733
C -1.2451 1.8708 1.1200 -0.258 0.082 -0.235
C -2.7453 2.1867 1.0550 -0.161 -0.568 -0.206
C -3.6027 0.9087 0.9205 -0.115 -0.012 0.274
C -4.5378 0.7065 2.1089 -0.303 0.321 0.164
C -5.6330 1.7853 2.2855 0.024 -0.276 -0.288
C -6.1139 2.4484 0.9965 -0.600 0.121 0.520
C -7.0231 1.5609 0.1575 0.063 0.534 -0.261
O -8.1156 1.0883 0.9320 0.243 -0.213 0.145
C -8.3063 -0.3010 0.8876 -0.116 -0.217 0.030
O 1.0838 4.9003 0.9618 -0.551 -0.042 -0.025
C 1.3398 5.0480 -0.4231 0.328 0.935 0.268
C 2.3695 6.1831 -0.5501 0.257 -0.803 -0.029
O 3.3654 6.0519 0.4398 0.327 0.465 -0.318
C 3.2772 7.0058 1.4840 -0.381 -0.288 0.647
C 4.5266 6.9525 2.3408 -0.278 0.031 0.015
C 2.0297 2.7795 1.4704 -0.325 -0.366 0.374
C 2.1706 1.7326 2.5804 0.221 -0.649 -0.221
C 1.3561 0.4359 2.3119 0.161 0.123 0.109
C 3.6561 1.2944 2.6018 -0.662 -0.303 -0.554
C 4.0844 0.7037 1.2496 0.837 0.590 0.030
C 5.1927 -0.3342 1.4285 -0.504 -0.349 0.480
C 4.6383 -1.7472 1.6386 0.600 0.145 -0.929
C 3.8284 -2.2682 0.4430 -0.482 0.529 0.377
O 2.4920 -2.5066 0.8823 0.401 -0.461 -0.011
C 1.8898 -3.7047 0.4103 -0.450 0.384 0.382
C 0.6899 -3.9339 1.3166 0.438 0.603 -0.085
H 3.1670 2.1296 6.3557 0.334 -0.959 -0.593
H 4.6329 3.0055 5.6548 -0.262 1.106 0.591
H 2.8807 4.2008 4.1840 0.623 -0.375 -0.910
H 1.7945 1.3670 4.6267 -0.395 -0.036 0.065
H 0.1164 2.5726 -0.3794 0.244 0.220 -0.065
H -1.0139 3.7877 0.2188 0.060 0.142 -0.077
H -1.0949 0.9581 0.5440 0.163 -0.093 0.013
H -0.9985 1.6333 2.1495 0.133 -0.011 0.054
H -2.9410 2.8405 0.2049 0.001 0.122 -0.033
H -3.0698 2.7026 1.9540 0.176 0.321 -0.001
H -4.1911 0.9337 0.0025 0.009 -0.004 -0.110
H -2.9764 0.0187 0.8432 0.130 0.054 -0.005
H -3.9450 0.6924 3.0257 0.086 -0.147 0.040
H -5.0396 -0.2610 2.0506 0.135 -0.159 -0.151
H -5.3512 2.5537 3.0028 0.271 0.058 -0.042
H -6.5014 1.2882 2.7170 -0.080 0.100 0.175
H -5.2987 2.8478 0.3969 0.079 -0.080 -0.136
H -6.7203 3.3102 1.2867 0.009 0.094 -0.009
H -7.4557 2.1569 -0.6483 0.335 -0.064 0.003
H -6.4623 0.7428 -0.2999 -0.056 -0.222 0.074
H -7.3722 -0.8659 0.8396 0.189 0.115 0.009
H -8.8303 -0.6059 1.7905 -0.059 0.052 0.084
H -8.9274 -0.6013 0.0383 0.026 -0.010 -0.154
H 0.4276 5.3720 -0.9275 -0.078 -0.355 -0.297
H 1.7730 4.1642 -0.8879 -0.170 -0.292 0.118
H 1.8904 7.1608 -0.5443 0.006 0.126 0.174
H 2.8812 6.0330 -1.5027 -0.147 0.249 -0.212
H 3.0946 8.0109 1.0939 0.165 0.057 -0.196
H 2.4212 6.7622 2.1210 -0.126 -0.066 -0.084
H 4.8410 5.9184 2.4702 0.088 -0.067 -0.100
H 4.2679 7.3231 3.3314 0.131 0.168 0.066
H 5.3407 7.5470 1.9357 0.143 -0.082 -0.057
H 2.0910 2.2452 0.5227 0.145 0.023 -0.100
H 2.8952 3.4396 1.5141 -0.187 0.399 0.063
H 1.9921 -0.4359 2.4530 -0.010 -0.077 0.071
H 0.5229 0.3333 3.0019 -0.215 0.052 -0.123
H 1.0006 0.3770 1.2874 -0.167 0.007 -0.016
H 4.3127 2.1321 2.8214 0.068 -0.017 0.268
H 3.7445 0.5231 3.3705 0.207 0.115 0.221
H 4.5146 1.5261 0.6753 -0.154 0.088 -0.135
H 3.2479 0.3324 0.6620 -0.047 -0.221 0.040
H 5.9089 -0.3262 0.6080 -0.019 0.009 -0.135
H 5.7335 -0.0756 2.3412 0.154 0.009 -0.297
H 4.0193 -1.7687 2.5319 -0.064 -0.208 0.099
H 5.4949 -2.4155 1.7422 -0.032 -0.092 0.467
H 3.7868 -1.5160 -0.3519 0.111 0.045 -0.106
H 4.3024 -3.1506 0.0204 -0.271 -0.231 0.071
H 2.5701 -4.5550 0.4975 0.239 0.027 -0.216
H 1.5791 -3.5452 -0.6256 0.026 -0.314 -0.171
H 1.0595 -4.0199 2.3369 -0.067 -0.280 0.094
H 0.0921 -3.0222 1.2975 -0.305 -0.116 -0.091
H 0.0992 -4.7945 1.0266 -0.069 -0.088 0.038
C -2.6435 -3.6924 -0.9498 0.010 0.036 0.105
Cl -2.3319 -1.9598 -1.1035 -0.021 -0.052 -0.045
Cl -1.2623 -4.6235 -1.5361 -0.125 -0.014 -0.110
Cl -3.0249 -4.1142 0.7200 -0.022 0.009 -0.004
H -3.5064 -3.9335 -1.5627 0.225 0.042 0.186
C 5.8832 -6.1582 0.6174 -0.133 0.091 0.053
Cl 6.1909 -4.8504 -0.5229 0.185 -0.101 -0.175
Cl 5.2681 -5.4911 2.1292 -0.097 -0.195 -0.077
Cl 4.7619 -7.3412 -0.0569 0.032 0.016 -0.007
H 6.8217 -6.6566 0.8192 0.007 -0.012 0.029
C 3.0246 2.3182 -3.3718 0.084 0.055 -0.011
Cl 3.1827 3.9906 -3.9088 -0.008 0.018 -0.018
Cl 4.0931 1.9934 -2.0104 -0.104 -0.014 0.010
Cl 1.3429 1.9491 -2.9805 0.082 0.104 0.299
H 3.3206 1.6722 -4.1863 0.012 -0.035 -0.026
C 4.1455 -1.6675 -5.7395 0.026 0.017 0.143
Cl 5.8789 -1.9792 -5.7937 -0.027 0.007 -0.020
Cl 3.4940 -2.0329 -4.1391 -0.020 -0.001 -0.006
Cl 3.7844 0.0052 -6.1784 0.396 -0.074 -0.196
H 3.6586 -2.3117 -6.4613 -0.017 0.010 -0.024
C -0.2066 -0.6843 -6.6280 0.139 -0.005 -0.093
Cl 0.2013 -2.3487 -6.2123 -0.020 -0.103 0.007
Cl 0.6767 0.4318 -5.5963 -0.576 -0.009 -0.070
Cl 0.1223 -0.3771 -8.3380 -0.181 0.124 0.072
H -1.2652 -0.5396 -6.4610 -0.012 -0.019 0.005
C -12.1585 -0.0084 -0.6175 -0.016 0.007 0.060
Cl -11.6253 -0.7759 0.8752 -0.203 -0.014 0.000
Cl -11.5898 -0.9146 -2.0265 0.004 0.001 -0.019
Cl -13.9117 0.1583 -0.6552 0.018 0.006 -0.010
H -11.7232 0.9815 -0.6600 0.031 0.007 -0.019
C -5.9402 -5.2707 -3.1559 0.045 -0.103 0.071
Cl -4.5022 -4.3873 -3.6846 -0.117 -0.004 -0.291
Cl -5.7434 -6.9978 -3.4191 0.030 0.041 -0.034
Cl -6.2772 -4.9275 -1.4560 -0.010 0.033 -0.003
H -6.7813 -4.9297 -3.7441 -0.004 0.032 -0.009
C -8.5613 0.5122 -3.2988 0.061 0.034 -0.015
Cl -6.8142 0.2853 -3.4175 0.004 -0.019 0.015
Cl -8.9430 2.0942 -2.6182 -0.263 -0.020 -0.253
Cl -9.3287 0.3004 -4.8713 -0.011 -0.017 0.013
H -8.9541 -0.2415 -2.6297 -0.001 0.001 0.018
C 4.2781 -2.4053 -9.8586 0.001 -0.012 0.053
Cl 4.9022 -3.8992 -9.1548 -0.003 0.000 -0.001
Cl 2.6569 -2.0599 -9.2500 0.172 -0.051 -0.049
Cl 5.3662 -1.0577 -9.5350 0.000 0.001 -0.014
H 4.2152 -2.5366 -10.9301 -0.005 -0.023 -0.015
C 8.9488 0.7332 3.1356 -0.004 0.037 -0.027
Cl 10.2079 1.8570 3.6447 0.003 -0.013 0.013
Cl 7.3628 1.2726 3.6899 0.140 0.138 0.182
Cl 8.9628 0.5274 1.3841 -0.009 -0.025 0.003
H 9.1518 -0.2280 3.5883 -0.007 -0.029 0.011
C 8.2856 -4.4921 4.7602 -0.019 0.036 -0.085
Cl 6.8785 -3.5655 4.2487 0.085 0.169 0.142
Cl 8.8505 -5.5482 3.4609 -0.002 -0.009 0.012
Cl 9.5814 -3.4231 5.2974 0.016 0.014 0.017
H 7.9953 -5.1145 5.5953 0.006 -0.019 0.013
C -9.1931 -9.2905 -2.1916 0.025 0.062 -0.107
Cl -7.7102 -10.0476 -2.7767 -0.012 -0.034 0.034
Cl -8.8922 -7.6287 -1.6833 -0.033 -0.010 0.061
Cl -10.4505 -9.3479 -3.4265 -0.015 -0.015 0.018
H -9.5387 -9.8482 -1.3322 -0.001 -0.009 0.018
```
Positions in Å, forces in eV/Å.

Properties
HOMO (eV): -9.1
Lowest unoccupied orbital energy (eV): 0.01
F_max (eV/Å): 2.4

Here are the Mulliken charges for atoms 1 to 8, given in e: -0.86, -0.44, -0.87, -0.49, 1.49, -0.73, -0.74, 2.27